Below is a cluster of 26 separate species, C21H89BF3NO38P2 in total in a non-equilibrium geometry, with properties calculated with the ωB97M-V functional and the def2-TZVPD basis.

Last columns: bonded neighbours and bond lengths (Å).
Element x y z (Å)
1 P 0.471 0.699 -2.062  O42 1.568, C51 1.887, H121 1.453, H122 1.424
2 P -4.525 -2.975 -1.502  O12 1.728, O27 1.522, O41 1.732, C62 1.869
3 F 0.850 -6.346 -2.517  C57 1.424
4 F 2.278 -5.615 -0.901  C57 1.442
5 F 2.106 -4.353 -2.787  C57 1.409
6 O 3.194 0.440 -0.772  B66 1.442, H86 0.990
7 O 0.503 5.965 4.103  H88 0.966, H143 0.971
8 O 4.555 -0.088 -7.103  H70 0.965, H97 0.965
9 O 4.265 5.075 0.040  H102 0.965, H115 0.966
10 O 1.804 -1.184 -8.172  H125 0.967, H126 0.966
11 O 0.178 10.574 3.432  H68 0.966, H155 0.964
12 O -5.196 -2.934 0.089  P2 1.728, H141 0.996
13 O -0.759 8.438 1.425  H108 0.965, H140 0.968
14 O 0.110 -2.282 2.744  C45 1.448, C47 1.442
15 O -0.480 -4.106 7.984  H78 0.966, H152 0.966
16 O 4.663 -0.286 3.204  H94 0.967, H146 0.965
17 O -2.656 1.077 -4.257  C58 1.413, C59 1.468
18 O 2.308 -5.125 3.462  H151 0.968, H154 0.965
19 O 0.156 1.436 -8.111  H83 0.966, H129 0.966
20 O 0.272 -3.060 4.948  C47 1.263
21 O 0.494 10.568 -0.463  H93 0.965, H130 0.966
22 O 5.021 -1.410 -2.494  H67 0.968, H144 0.964
23 O 2.926 5.975 2.399  H96 0.965, H149 0.967
24 O -0.487 3.015 -5.745  H92 0.966, H133 0.967
25 O 0.722 -3.996 0.154  C53 1.440, H132 0.990
26 O 3.356 -7.392 -4.085  H105 0.965, H112 0.966
27 O -4.896 -1.680 -2.213  P2 1.522
28 O -1.938 -1.383 -2.675  C56 1.423, C65 1.437
29 O -6.450 -7.011 -1.574  H117 0.967, H120 0.965
30 O -4.660 1.561 -3.145  C58 1.262
31 O 3.026 11.389 4.442  H81 0.965, H103 0.968
32 O 5.139 -2.830 1.384  H89 0.965, H131 0.967
33 O -5.007 4.634 -4.383  H73 0.965, H74 0.967
34 O -0.862 8.107 5.150  H98 0.966, H123 0.966
35 O 1.003 -2.111 8.883  H95 0.965, H100 0.966
36 O -5.047 -7.095 0.992  H114 0.965, H128 0.965
37 O 1.404 -9.475 2.713  H75 0.965, H80 0.969
38 O 0.349 3.883 6.272  H90 0.969, H135 0.964
39 O 0.569 -6.845 1.734  H76 0.969, H84 0.967
40 O -1.615 -0.774 2.969  C45 1.257
41 O -5.414 -4.228 -2.302  P2 1.732, H134 0.987
42 O 1.354 -0.136 -3.053  P1 1.568
43 O -0.065 -1.201 -0.003  C49 1.415, C51 1.425
44 N 2.545 -1.210 1.014  B66 1.500, H82 1.032, H109 1.045
45 C -1.145 -1.720 2.288  O14 1.448, O40 1.257, C52 1.620
46 C -0.226 -3.122 -2.068  C53 1.593, C65 1.629, H145 1.152, H147 1.158
47 C -0.275 -3.168 3.815  O14 1.442, O20 1.263, C54 1.602
48 C 0.242 1.237 0.837  C51 1.642, C60 1.597, H106 1.149, H148 1.155
49 C -1.418 -1.478 -0.315  O43 1.415, C52 1.648, C64 1.616, C65 1.640
50 C 0.612 3.725 1.455  C60 1.637, C61 1.612, C63 1.606, H119 1.162
51 C 0.517 0.069 -0.284  P1 1.887, O43 1.425, C48 1.642, B66 1.670
52 C -1.926 -2.325 1.004  C45 1.620, C49 1.648, H71 1.139, H101 1.139
53 C 0.164 -4.347 -1.127  O25 1.440, C46 1.593, C57 1.641, H87 1.140
54 C -1.345 -4.352 3.668  C47 1.602, H77 1.155, H116 1.139, H118 1.148
55 C -1.436 -1.017 -5.094  C56 1.635, C59 1.628, H107 1.140, H124 1.140
56 C -2.257 -1.876 -3.972  O28 1.423, C55 1.635, H69 1.138, H138 1.158
57 C 1.354 -5.161 -1.911  F3 1.424, F4 1.442, F5 1.409, C53 1.641
58 C -3.986 1.551 -4.212  O17 1.413, O30 1.262, H137 1.154
59 C -2.404 0.245 -5.440  O17 1.468, C55 1.628, H136 1.140, H153 1.158
60 C 1.353 2.383 0.878  C48 1.597, C50 1.637, H99 1.158, H110 1.138
61 C -0.288 3.429 2.759  C50 1.612, H72 1.142, H113 1.154, H127 1.142
62 C -2.734 -3.504 -1.574  P2 1.869, C65 1.598, H85 1.159, H104 1.158
63 C -0.170 4.423 0.239  C50 1.606, H111 1.155, H139 1.157, H142 1.142
64 C -2.455 -0.238 -0.312  C49 1.616, H79 1.159, H91 1.134, H150 1.155
65 C -1.616 -2.367 -1.678  O28 1.437, C46 1.629, C49 1.640, C62 1.598
66 B 2.143 -0.220 -0.039  O6 1.442, N44 1.500, C51 1.670
67 H 4.387 -0.892 -1.977  O22 0.968
68 H 0.410 10.141 2.600  O11 0.966
69 H -2.021 -2.965 -4.201  C56 1.138
70 H 5.481 -0.263 -6.893  O8 0.965
71 H -1.611 -3.419 0.960  C52 1.139
72 H -1.337 3.096 2.453  C61 1.142
73 H -5.164 5.204 -3.621  O33 0.965
74 H -5.012 3.742 -4.012  O33 0.967
75 H 2.338 -9.356 2.924  O37 0.965
76 H 1.365 -6.654 2.253  O39 0.969
77 H -1.753 -4.636 4.710  C54 1.155
78 H -0.272 -3.783 7.098  O15 0.966
79 H -2.327 0.253 0.731  C64 1.159
80 H 1.086 -8.577 2.536  O37 0.969
81 H 3.162 12.145 5.026  O31 0.965
82 H 2.203 -0.892 1.935  N44 1.032
83 H 0.849 2.067 -8.345  O19 0.966
84 H 0.799 -6.556 0.841  O39 0.967
85 H -2.634 -4.170 -2.518  C62 1.159
86 H 3.795 0.919 -0.147  O6 0.990
87 H -0.642 -5.133 -0.954  C53 1.140
88 H 1.352 6.417 4.191  O7 0.966
89 H 5.840 -3.492 1.362  O32 0.965
90 H 0.569 4.190 5.380  O38 0.969
91 H -2.231 0.577 -1.067  C64 1.134
92 H -0.818 2.281 -5.210  O24 0.966
93 H 0.726 10.137 -1.294  O21 0.965
94 H 5.292 -0.958 2.906  O16 0.967
95 H 1.148 -1.375 9.490  O35 0.965
96 H 3.735 6.134 2.902  O23 0.965
97 H 4.300 0.602 -6.478  O8 0.965
98 H -1.724 8.279 4.749  O34 0.966
99 H 2.211 2.193 1.632  C60 1.158
100 H 0.136 -1.930 8.498  O35 0.966
101 H -3.031 -2.152 1.224  C52 1.139
102 H 5.074 5.233 0.543  O9 0.965
103 H 2.163 11.558 4.037  O31 0.968
104 H -2.581 -4.266 -0.716  C62 1.158
105 H 4.198 -6.930 -3.986  O26 0.965
106 H 0.217 0.747 1.876  C48 1.149
107 H -0.466 -0.576 -4.690  C55 1.140
108 H -1.704 8.287 1.545  O13 0.965
109 H 3.587 -1.190 1.092  N44 1.045
110 H 1.787 2.696 -0.127  C60 1.138
111 H -0.669 3.663 -0.475  C63 1.155
112 H 2.743 -6.879 -3.543  O26 0.966
113 H -0.327 4.407 3.371  C61 1.154
114 H -5.851 -7.616 0.875  O36 0.965
115 H 4.483 5.378 -0.851  O9 0.966
116 H -2.256 -4.088 3.037  C54 1.139
117 H -5.785 -6.358 -1.829  O29 0.967
118 H -0.820 -5.295 3.278  C54 1.148
119 H 1.490 4.434 1.731  C50 1.162
120 H -6.619 -7.504 -2.387  O29 0.965
121 H 1.098 2.009 -2.037  P1 1.453
122 H -0.821 0.898 -2.627  P1 1.424
123 H -0.727 8.858 5.744  O34 0.966
124 H -1.283 -1.600 -6.062  C55 1.140
125 H 2.732 -1.358 -7.961  O10 0.967
126 H 1.549 -0.494 -7.547  O10 0.966
127 H 0.277 2.674 3.403  C61 1.142
128 H -4.339 -7.750 0.982  O36 0.965
129 H -0.016 0.962 -8.935  O19 0.966
130 H 0.183 9.845 0.097  O21 0.966
131 H 4.327 -3.342 1.270  O32 0.967
132 H 0.253 -4.500 0.866  O25 0.990
133 H -0.239 2.598 -6.581  O24 0.967
134 H -6.260 -4.388 -1.820  O41 0.987
135 H 1.154 4.043 6.779  O38 0.964
136 H -1.976 0.925 -6.249  C59 1.140
137 H -4.521 2.009 -5.127  C58 1.154
138 H -3.365 -1.731 -4.276  C56 1.158
139 H 0.611 4.975 -0.411  C63 1.157
140 H -0.343 7.678 1.857  O13 0.968
141 H -4.902 -3.807 0.469  O12 0.996
142 H -0.917 5.214 0.583  C63 1.142
143 H -0.098 6.485 4.661  O7 0.971
144 H 4.635 -2.293 -2.518  O22 0.964
145 H 0.675 -2.404 -2.075  C46 1.152
146 H 4.623 -0.411 4.161  O16 0.965
147 H -0.252 -3.548 -3.145  C46 1.158
148 H -0.758 1.751 0.572  C48 1.155
149 H 3.144 6.279 1.507  O23 0.967
150 H -3.559 -0.578 -0.314  C64 1.155
151 H 1.717 -4.618 4.037  O18 0.968
152 H 0.333 -3.958 8.484  O15 0.966
153 H -3.437 -0.160 -5.770  C59 1.158
154 H 3.158 -4.678 3.549  O18 0.965
155 H -0.132 9.852 3.990  O11 0.964

The HOMO energy comes out at -0.3497 Eh. The calculation puts the relative energy (zero: lowest compared OMol25 entry of this formula, charge and spin) at 0.00 kcal/mol.

Mulliken population analysis, charges in e, atoms 1 to 5: 0.957 0.593 -0.302 -0.234 -0.177